Formula: C45H90Cl2O29
Source: the Open Molecules 2025 dataset
Level of theory: wB97M-V/def2-TZVPD

Structure (XYZ):
```
166
C45H90Cl2O29 wB97M-V/def2-TZVPD
C 3.105 1.882 10.994
C 1.683 1.972 10.458
O 1.538 1.600 9.095
C 0.411 2.055 8.423
O -0.416 2.889 8.852
O 0.531 1.545 7.223
C -0.440 1.653 6.207
H 3.877 2.523 10.569
H 3.480 0.867 10.860
H 3.107 2.178 12.043
H 1.456 3.038 10.498
H 0.943 1.421 11.038
H -0.218 2.513 5.575
H -1.352 1.976 6.708
H -0.577 0.758 5.600
C -3.621 -0.898 -3.152
C -3.415 0.617 -3.259
O -2.765 0.847 -4.505
C -1.456 0.915 -4.605
O -0.661 0.883 -3.688
O -1.128 0.995 -5.878
C 0.228 1.078 -6.145
H -2.723 -1.462 -3.404
H -4.385 -1.244 -3.848
H -3.992 -1.262 -2.194
H -2.844 1.029 -2.428
H -4.355 1.157 -3.142
H 0.662 1.915 -5.598
H 0.352 1.228 -7.217
H 0.774 0.194 -5.818
C 0.479 -2.237 -2.711
C 0.958 -1.584 -1.425
O -0.138 -1.031 -0.649
C 0.190 -0.151 0.293
O 1.277 0.392 0.527
O -0.948 0.141 1.042
C -0.974 1.173 1.986
H -0.203 -1.534 -3.190
H -0.058 -3.154 -2.468
H 1.271 -2.530 -3.400
H 1.603 -0.768 -1.750
H 1.527 -2.335 -0.877
H -1.997 1.212 2.362
H -0.734 2.081 1.433
H -0.212 1.076 2.759
C 4.152 -2.888 -5.365
C 5.274 -2.336 -4.580
O 6.026 -3.376 -3.983
C 7.295 -3.081 -3.649
O 7.854 -1.954 -3.740
O 7.921 -4.308 -3.337
C 9.308 -4.246 -3.012
H 4.675 -3.387 -6.181
H 3.579 -2.075 -5.811
H 3.448 -3.579 -4.900
H 4.804 -1.769 -3.776
H 5.865 -1.663 -5.200
H 9.496 -5.193 -2.506
H 9.658 -3.395 -2.428
H 9.874 -4.305 -3.942
C -3.962 5.031 -4.065
C -2.467 4.914 -4.357
O -1.885 4.420 -3.139
C -0.639 4.093 -3.121
O 0.199 4.112 -4.032
O -0.412 3.540 -1.945
C 0.896 3.113 -1.699
H -4.419 4.099 -3.731
H -4.464 5.451 -4.937
H -4.127 5.771 -3.281
H -2.129 5.901 -4.674
H -2.392 4.166 -5.146
H 1.630 3.819 -2.089
H 0.934 2.135 -2.178
H 1.017 2.979 -0.624
C -0.315 -6.191 -1.025
C -0.389 -7.403 -1.980
O -1.770 -7.748 -2.174
C -2.339 -8.774 -1.503
O -1.825 -9.260 -0.503
O -3.603 -9.001 -1.948
C -4.410 -9.913 -1.215
H -0.884 -5.356 -1.434
H 0.678 -5.794 -0.815
H -0.803 -6.455 -0.087
H 0.270 -8.193 -1.620
H -0.125 -7.075 -2.985
H -4.670 -9.623 -0.197
H -4.079 -10.950 -1.170
H -5.339 -9.894 -1.785
C -8.160 5.186 0.928
C -7.826 3.763 1.404
O -6.347 3.668 1.507
C -5.667 3.337 0.332
O -6.173 3.059 -0.744
O -4.366 3.571 0.526
C -3.398 3.288 -0.482
H -7.680 5.368 -0.034
H -7.716 5.924 1.597
H -9.229 5.305 0.752
H -8.201 2.878 0.890
H -8.315 3.794 2.378
H -3.190 2.227 -0.625
H -2.437 3.712 -0.190
H -3.535 3.845 -1.408
C -6.248 0.916 3.890
C -4.953 1.468 4.534
O -5.029 2.908 4.328
C -3.933 3.700 4.419
C -4.215 5.162 4.011
O -2.841 3.347 4.828
H -6.378 1.119 2.827
H -7.049 1.495 4.350
H -6.312 -0.159 4.055
H -4.868 1.252 5.599
H -4.023 1.169 4.050
H -4.348 5.314 2.940
H -3.415 5.858 4.265
H -5.138 5.487 4.491
C -0.497 5.233 0.798
C 0.933 5.741 1.114
O 1.123 7.063 0.751
C 0.604 8.061 1.500
C 0.935 9.353 0.892
O -0.067 7.997 2.536
H -0.735 5.348 -0.260
H -1.197 5.907 1.292
H -0.579 4.248 1.257
H 1.108 5.654 2.186
H 1.683 5.234 0.506
H 0.661 9.424 -0.160
H 2.025 9.364 0.901
H 0.547 10.186 1.479
C 4.061 -4.514 -1.210
C 3.960 -5.709 -2.197
O 5.174 -6.281 -2.527
C 5.304 -7.490 -3.040
C 6.698 -7.833 -3.520
O 4.374 -8.366 -3.098
H 4.784 -3.749 -1.493
H 4.440 -4.867 -0.251
H 3.113 -4.000 -1.056
H 3.244 -6.437 -1.815
H 3.521 -5.463 -3.165
H 6.683 -8.679 -4.208
H 7.258 -8.004 -2.601
H 7.209 -6.966 -3.939
C -0.032 -4.275 1.729
C 0.699 -3.196 2.636
O 1.832 -2.619 2.072
C 2.455 -1.636 2.816
C 3.626 -1.133 2.009
O 2.216 -1.386 3.992
H -1.060 -4.438 2.053
H 0.518 -5.215 1.685
H -0.101 -3.924 0.700
H 0.107 -2.358 3.004
H 1.034 -3.645 3.572
H 4.549 -1.705 2.104
H 3.717 -0.056 2.153
H 3.403 -1.377 0.970
Cl 4.030 0.271 -1.515
C 4.818 1.848 -1.710
Cl 6.205 1.829 -2.853
H 4.116 2.584 -2.102
H 5.247 2.047 -0.728
```

For the HOMO energy, the calculation gives -10.1 eV. The calculation puts the energy at -4870.9598 a.u. As for the net charge: 0. The value obtained for the energy relative to the best compared isomer or geometry (same formula, charge and spin) is 164.6 kJ/mol. The value obtained for the strongest force on any atom is 5.0 eV Å⁻¹. As for the orbital gap: 0.3853 Eh. As for the SMILES: CCOC(=O)OC.CCOC(=O)OC.CCOC(=O)OC.CCOC(=O)OC.CCOC(=O)OC.CCOC(=O)OC.CCOC(=O)OC.CCOC(C)=O.CCOC(C)=O.CCOC(C)=O.CCOC(C)=O.ClCCl.

Löwdin population analysis, charges in e, atoms 1 to 99: atom 1 (C): -0.071, atom 2 (C): -0.236, atom 3 (O): 0.006, atom 4 (C): -0.519, atom 5 (O): 0.084, atom 6 (O): 0.008, atom 7 (C): -0.037, atom 8 (H): 0.075, atom 9 (H): 0.073, atom 10 (H): 0.076, atom 11 (H): 0.116, atom 12 (H): 0.129, atom 13 (H): 0.093, atom 14 (H): 0.083, atom 15 (H): 0.095, atom 16 (C): -0.042, atom 17 (C): -0.186, atom 18 (O): 0.048, atom 19 (C): -0.607, atom 20 (O): 0.111, atom 21 (O): 0.027, atom 22 (C): -0.057, atom 23 (H): 0.070, atom 24 (H): 0.077, atom 25 (H): 0.080, atom 26 (H): 0.099, atom 27 (H): 0.124, atom 28 (H): 0.091, atom 29 (H): 0.103, atom 30 (H): 0.095, atom 31 (C): -0.039, atom 32 (C): -0.204, atom 33 (O): 0.051, atom 34 (C): -0.503, atom 35 (O): 0.075, atom 36 (O): -0.040, atom 37 (C): -0.047, atom 38 (H): 0.055, atom 39 (H): 0.064, atom 40 (H): 0.075, atom 41 (H): 0.062, atom 42 (H): 0.102, atom 43 (H): 0.094, atom 44 (H): 0.071, atom 45 (H): 0.095, atom 46 (C): -0.068, atom 47 (C): -0.249, atom 48 (O): 0.023, atom 49 (C): -0.456, atom 50 (O): 0.075, atom 51 (O): -0.049, atom 52 (C): -0.060, atom 53 (H): 0.086, atom 54 (H): 0.084, atom 55 (H): 0.069, atom 56 (H): 0.100, atom 57 (H): 0.135, atom 58 (H): 0.090, atom 59 (H): 0.096, atom 60 (H): 0.093, atom 61 (C): -0.065, atom 62 (C): -0.175, atom 63 (O): 0.039, atom 64 (C): -0.619, atom 65 (O): 0.100, atom 66 (O): -0.028, atom 67 (C): -0.047, atom 68 (H): 0.074, atom 69 (H): 0.082, atom 70 (H): 0.079, atom 71 (H): 0.132, atom 72 (H): 0.128, atom 73 (H): 0.102, atom 74 (H): 0.089, atom 75 (H): 0.086, atom 76 (C): -0.069, atom 77 (C): -0.186, atom 78 (O): 0.012, atom 79 (C): -0.533, atom 80 (O): 0.105, atom 81 (O): -0.004, atom 82 (C): -0.060, atom 83 (H): 0.068, atom 84 (H): 0.061, atom 85 (H): 0.075, atom 86 (H): 0.127, atom 87 (H): 0.120, atom 88 (H): 0.096, atom 89 (H): 0.096, atom 90 (H): 0.092, atom 91 (C): -0.067, atom 92 (C): -0.178, atom 93 (O): -0.028, atom 94 (C): -0.530, atom 95 (O): 0.106, atom 96 (O): 0.000, atom 97 (C): -0.022, atom 98 (H): 0.070, atom 99 (H): 0.082

***

Formula: C3H8N2OS
Source: the Open Molecules 2025 dataset
Level of theory: wB97M-V/def2-TZVPD

Structure (XYZ):
```
15
C3H8N2OS wB97M-V/def2-TZVPD
H 2.723 -1.000 -0.656
N 1.935 -1.552 -0.903
C 0.853 -0.915 -1.081
N -0.334 -1.586 -1.295
S 0.736 0.950 -1.170
C 0.413 1.328 0.606
C -0.784 0.527 1.155
O -1.920 0.585 0.309
H -1.256 -1.082 -1.071
H -0.271 -2.562 -1.131
H 0.291 2.394 0.756
H 1.313 1.078 1.188
H -0.515 -0.503 1.329
H -1.141 0.884 2.100
H -2.044 1.454 -0.136
```

For the HOMO energy, the calculation gives -9.0 eV. The calculation puts the energy at -702.0272 a.u. As for the net charge: 0. The value obtained for the energy relative to the best compared isomer or geometry (same formula, charge and spin) is 132.0 kJ/mol. The value obtained for the strongest force on any atom is 2.8 eV Å⁻¹. As for the orbital gap: 0.3523 Eh. As for the SMILES: [H]/N=C(/N)SCCO.

Partial atomic charges computed with the natural (NBO) method, in multiples of e: atom 1 (H): 0.356, atom 2 (N): -0.716, atom 3 (C): 0.332, atom 4 (N): -0.843, atom 5 (S): 0.121, atom 6 (C): -0.548, atom 7 (C): -0.079, atom 8 (O): -0.743, atom 9 (H): 0.429, atom 10 (H): 0.395, atom 11 (H): 0.227, atom 12 (H): 0.224, atom 13 (H): 0.187, atom 14 (H): 0.178, atom 15 (H): 0.482

***

Formula: C12H14N2P
Source: the Open Molecules 2025 dataset
Level of theory: wB97M-V/def2-TZVPD

Structure (XYZ):
```
29
C12H14N2P wB97M-V/def2-TZVPD
C -4.731 0.308 -0.088
C 4.205 1.644 0.358
C -3.911 1.175 -0.828
C -4.192 -0.698 0.697
C 3.830 0.911 1.427
C 3.444 1.640 -0.797
C -2.513 1.163 -0.787
C -2.770 -0.677 0.829
C 2.768 0.000 1.322
C 2.289 0.881 -0.896
C -2.060 0.178 -0.011
C 1.989 0.044 0.188
N 0.519 -2.336 0.917
N 0.470 -1.647 -1.487
P 0.463 -0.919 0.015
H -5.865 0.483 -0.024
H 5.078 2.380 0.293
H -4.330 1.955 -1.377
H -4.844 -1.257 1.320
H 4.556 0.962 2.241
H 3.790 2.348 -1.707
H -1.899 1.877 -1.533
H -2.354 -1.446 1.434
H 2.628 -0.648 2.063
H 1.576 0.674 -1.664
H 0.149 -2.335 1.896
H 0.298 -3.051 0.339
H 0.938 -2.545 -1.796
H 0.478 -1.066 -2.344
```

For the HOMO energy (spin up / spin down), the calculation gives -12.6 / -12.6 eV. The calculation puts the energy at -916.1704 a.u. As for the net charge: +1. The value obtained for the energy relative to the best compared isomer or geometry (same formula, charge and spin) is 97.4 kJ/mol. The value obtained for the strongest force on any atom is 5.2 eV Å⁻¹. As for the orbital gap (spin up / spin down): 0.2821 / 0.2822 Eh.

Partial atomic charges computed with the natural (NBO) method, in multiples of e: atom 1 (C): -0.194, atom 2 (C): -0.185, atom 3 (C): -0.172, atom 4 (C): -0.167, atom 5 (C): -0.189, atom 6 (C): -0.179, atom 7 (C): -0.342, atom 8 (C): -0.321, atom 9 (C): -0.174, atom 10 (C): -0.203, atom 11 (C): 0.184, atom 12 (C): -0.404, atom 13 (N): -1.133, atom 14 (N): -1.220, atom 15 (P): 1.612, atom 16 (H): 0.248, atom 17 (H): 0.244, atom 18 (H): 0.236, atom 19 (H): 0.241, atom 20 (H): 0.239, atom 21 (H): 0.240, atom 22 (H): 0.282, atom 23 (H): 0.240, atom 24 (H): 0.217, atom 25 (H): 0.206, atom 26 (H): 0.431, atom 27 (H): 0.405, atom 28 (H): 0.436, atom 29 (H): 0.422